{
  "formula": "C5H8N2",
  "method": "ωB97M-V/def2-TZVPD",
  "elements": ["N", "N", "C", "C", "C", "C", "C", "H", "H", "H", "H", "H", "H", "H", "H"],
  "xyz": [[1.29475, -0.48889, -1.65573], [-0.31207, 0.40198, -0.02480], [-1.00459, 0.02476, 1.20292], [-0.57313, 1.46370, -0.70248], [-0.63641, -1.26584, 1.36844], [0.59991, -0.65675, -0.45267], [0.33139, -1.69876, 0.35233], [-1.51804, 1.97909, -0.55303], [1.45209, -1.36959, -2.12947], [-0.80664, 2.54672, 1.42395], [2.18137, -0.01208, -1.53512], [-0.90000, -1.85764, 2.24098], [0.82824, -2.66233, 0.31534], [-1.01245, 1.83486, 1.67086], [0.07559, 1.76077, -1.52150]],
  "forces_ev_per_a": [[0.23, -0.06, 0.02], [-0.16, 0.04, -0.18], [-0.34, -0.50, -0.08], [-0.23, -0.44, -0.21], [-0.04, 0.09, 0.05], [0.00, -0.11, 0.17], [0.32, 0.16, -0.06], [0.43, 0.06, 0.44], [-0.05, 0.12, 0.03], [0.00, 0.27, 0.29], [-0.03, -0.05, -0.04], [0.02, 0.07, -0.27], [-0.05, 0.15, -0.11], [0.01, 0.55, -0.01], [-0.11, -0.33, -0.04]],
  "charge": 0,
  "lumo_ev": -0.684,
  "e_above_lowest_kj_mol": 526.93,
  "homo_ev": -7.64,
  "homo_lumo_gap_ev": 6.9510
}